{"formula": "C19H26Cl5IN6OSn", "method": "ωB97M-V/def2-TZVPD", "species": ["H", "H", "C", "C", "N", "Cl", "C", "H", "H", "N", "C", "C", "H", "H", "C", "C", "H", "H", "C", "H", "H", "H", "C", "Cl", "H", "H", "N", "Cl", "H", "C", "C", "O", "H", "C", "C", "H", "C", "H", "H", "H", "H", "C", "H", "Cl", "C", "Sn", "C", "H", "C", "Cl", "H", "N", "C", "I", "N", "H", "H", "N", "H"], "positions_angstrom": [[-2.129, 3.960, -5.808], [-2.478, 0.159, 3.503], [-1.303, 5.176, -1.586], [0.120, 1.046, 3.164], [1.245, -1.671, 1.089], [1.722, -3.781, -1.751], [-2.107, 0.454, 2.513], [2.641, 1.336, 0.977], [-0.902, 5.627, 0.478], [-1.812, 3.661, -4.899], [-2.136, -2.960, -2.282], [0.868, -1.893, 2.494], [2.000, 2.037, 3.291], [1.089, -2.519, 0.555], [0.020, -3.846, -1.623], [-0.969, 2.885, -2.160], [-4.045, 0.079, 1.712], [-0.964, 2.043, -2.841], [-1.343, 4.165, -2.549], [2.312, -0.820, -2.242], [0.124, 0.776, 4.226], [-0.347, 2.028, 3.079], [-3.010, -0.160, 1.445], [0.328, -5.934, 0.058], [-0.368, 3.255, 1.012], [-2.192, 1.540, 2.430], [-0.609, 2.588, -0.911], [-4.486, -4.011, -1.475], [2.154, 0.328, 2.930], [-0.933, 4.869, -0.288], [-0.611, 3.558, 0.001], [-2.249, 5.707, -4.084], [-0.705, -1.401, 3.874], [-1.835, 4.587, -3.920], [1.571, 1.214, 2.707], [-3.229, -0.156, -0.580], [-0.609, -4.805, -0.828], [2.245, -1.496, 1.025], [0.811, -2.961, 2.718], [1.620, -1.475, 3.158], [1.495, 0.559, -2.927], [-2.776, -3.934, -1.512], [-1.238, -1.891, 2.254], [-2.786, -6.031, 0.175], [-0.504, -1.295, 2.800], [-0.006, 0.214, -0.143], [1.335, -0.341, -2.322], [-1.410, 2.746, -4.814], [-2.009, -4.851, -0.777], [-3.035, -1.820, -3.177], [-2.943, 1.315, 0.045], [-2.666, 0.337, 0.110], [-0.747, -2.917, -2.320], [0.226, -1.597, -3.657], [1.676, 1.484, 1.265], [1.490, 2.470, 1.097], [-1.600, 6.174, -1.870], [-0.684, 0.100, 2.380], [-2.915, -1.245, 1.434]], "e_above_lowest_kj_mol": 0.0, "gap_ev": 6.851, "total_charge": 2}

---

{"formula": "C19H26ClN3O2", "method": "ωB97M-V/def2-TZVPD", "species": ["H", "H", "H", "C", "C", "C", "H", "C", "H", "H", "O", "C", "C", "H", "H", "N", "C", "H", "H", "H", "C", "H", "H", "H", "H", "C", "N", "H", "H", "C", "H", "C", "H", "H", "C", "C", "N", "O", "H", "H", "Cl", "H", "H", "H", "C", "C", "C", "C", "H", "C", "C"], "positions_angstrom": [[-0.911, 3.693, 2.265], [2.052, 0.595, -2.661], [-1.925, -3.924, -1.478], [-2.469, 1.733, 1.449], [-1.939, 2.484, -0.753], [2.232, -1.091, 0.806], [-0.800, -0.048, 0.918], [2.369, 2.138, 0.204], [0.499, 0.414, -0.773], [-2.316, 1.785, 2.517], [-0.514, -0.759, 1.504], [2.206, -0.202, -1.932], [3.498, -0.783, 0.005], [2.450, -1.864, 1.546], [-4.282, 0.058, -0.856], [1.143, 2.449, -0.092], [-1.728, 2.568, 0.622], [4.381, 1.713, -0.216], [-2.214, -3.674, 1.368], [1.898, -0.206, 1.350], [-2.481, -2.760, 0.842], [4.286, -0.414, 0.666], [3.388, 2.149, -1.630], [-2.643, -1.977, 1.578], [-2.983, 1.532, -2.353], [1.112, -1.564, -0.125], [3.303, 0.174, -1.064], [1.437, -2.494, -0.602], [2.530, -1.101, -2.470], [0.886, -0.508, -1.210], [-0.346, -3.234, -1.832], [-0.152, -1.868, 0.708], [-1.715, -1.516, -0.725], [-3.965, 0.214, 1.593], [-1.360, -2.357, -0.116], [-0.718, 3.516, 1.207], [1.545, 2.978, 2.026], [2.667, 2.437, 1.473], [-0.544, -4.327, -0.459], [3.853, -1.709, -0.463], [-1.087, 3.528, -1.835], [0.164, -0.860, -1.948], [-3.408, -2.931, 0.299], [-0.758, 4.470, 0.672], [0.660, 2.975, 1.069], [-3.571, 0.757, -0.441], [-1.016, -3.530, -1.029], [-3.391, 0.841, 0.929], [0.109, -2.647, 1.436], [3.413, 1.566, -0.704], [-2.845, 1.579, -1.284]], "e_above_lowest_kj_mol": 218.2, "smiles": "CC(C)[C@H](O)C1CCN(Cc2nc(Cc3ccccc3Cl)no2)CC1", "gap_ev": 9.217}

---

{"formula": "C19H26HfN3O3SSi", "method": "ωB97M-V/def2-TZVPD", "species": ["C", "H", "H", "Si", "S", "H", "O", "H", "C", "C", "C", "C", "C", "C", "N", "C", "H", "C", "H", "H", "H", "C", "H", "C", "C", "H", "H", "H", "H", "C", "C", "C", "Hf", "N", "N", "H", "H", "H", "H", "H", "H", "O", "C", "H", "C", "O", "H", "H", "H", "H", "C", "H", "H", "C"], "positions_angstrom": [[2.175, 1.420, -1.817], [1.293, -4.209, -0.187], [-2.480, -2.052, -1.132], [-1.452, 1.354, 3.593], [-1.336, 0.405, 0.095], [-1.976, -0.879, -3.118], [1.852, -1.862, -1.973], [-0.064, 2.949, 4.945], [-0.074, 1.799, -2.623], [1.262, 0.770, 3.158], [-1.520, 0.013, 4.914], [-0.969, 3.014, 4.338], [0.155, 0.963, -3.722], [0.930, 2.037, -1.689], [-1.247, -1.480, -2.752], [0.040, 0.410, 1.163], [-0.598, 1.668, -5.571], [2.429, 0.335, 2.529], [-0.775, -0.066, -5.380], [-2.295, 0.240, 5.650], [-3.067, 2.169, 1.868], [2.347, -0.074, 1.226], [-1.770, 3.371, 4.989], [1.394, 0.320, -3.820], [2.373, -2.494, -0.918], [1.307, 1.071, 4.200], [-0.577, -0.089, 5.454], [-2.493, -3.226, -2.479], [3.372, 0.102, -3.022], [-3.093, 1.463, 2.698], [2.402, 0.556, -2.886], [0.039, 0.825, 2.502], [0.427, -0.764, -1.295], [0.000, -2.554, -0.400], [1.179, -0.034, 0.551], [-0.805, 3.775, 3.572], [-3.858, 1.796, 3.404], [1.530, -2.939, 1.020], [3.208, -0.451, 0.689], [-1.758, -0.957, 4.473], [-0.839, -1.952, -3.557], [3.545, -2.493, -0.652], [-0.732, -3.329, -1.261], [-1.004, 2.348, -2.551], [-1.882, -2.537, -1.901], [-0.524, -4.482, -1.568], [0.755, 2.757, -0.901], [-1.856, 1.058, -4.508], [3.372, 0.300, 3.055], [2.981, 1.678, -1.144], [-0.835, 0.884, -4.849], [-3.393, 0.491, 2.308], [1.610, -0.288, -4.690], [1.296, -3.130, -0.026]], "e_above_lowest_kj_mol": 121.3, "gap_ev": 8.118, "total_charge": 1}

---

{"formula": "C19H26IN3", "method": "ωB97M-V/def2-TZVPD", "species": ["H", "H", "C", "H", "C", "H", "C", "H", "C", "H", "H", "H", "H", "H", "C", "H", "C", "C", "H", "H", "H", "C", "H", "C", "H", "C", "H", "H", "H", "C", "C", "N", "C", "H", "C", "N", "C", "H", "C", "C", "C", "H", "H", "H", "I", "H", "C", "N", "H"], "positions_angstrom": [[-2.648, -4.342, 0.617], [-1.595, -3.991, -0.835], [0.239, 3.594, -3.097], [-4.081, 0.071, -0.128], [-3.191, -0.196, 0.336], [-0.392, 4.328, -5.072], [2.549, 4.101, -2.581], [0.831, 1.384, 1.074], [1.687, 4.793, -4.668], [-4.235, -0.698, 2.111], [0.212, -0.100, 2.410], [1.893, 5.295, -5.658], [-0.877, 1.351, 2.354], [-3.236, -1.948, -1.116], [2.729, 4.844, -3.762], [-0.657, -1.487, -1.007], [-3.288, -0.180, 1.856], [-0.845, 0.233, 2.103], [-3.809, -2.207, 0.602], [0.372, -1.753, 0.301], [-1.882, 0.669, -1.113], [-1.630, -2.204, 2.173], [-2.416, -2.845, 2.573], [-2.007, -0.770, 2.626], [-0.620, -2.594, 2.511], [-3.088, -1.682, -0.022], [3.567, 5.500, -3.819], [-0.742, 3.244, -2.803], [-1.752, -1.310, 4.711], [1.378, 3.390, -2.255], [-2.367, -0.660, 4.112], [0.415, 0.946, 0.228], [0.451, 4.178, -4.366], [-2.315, 0.352, 4.541], [-2.005, 0.644, 0.012], [0.568, 0.735, -2.124], [-0.622, -1.436, 0.072], [-0.877, -4.294, 0.795], [-0.730, 0.080, 0.586], [-1.797, -3.854, 0.237], [-1.714, -2.276, 0.612], [0.680, -0.289, -1.962], [-2.178, 1.655, 0.424], [-3.347, 0.936, 2.206], [4.452, 4.043, -1.432], [0.679, 1.261, -3.061], [0.766, 1.539, -1.018], [1.140, 2.832, -1.018], [-3.380, -0.965, 4.191]], "e_above_lowest_kj_mol": 239.1, "smiles": "C[C@]12C[C@@H]3C[C@](C)(C1)C[C@@](N/C(N)=N/c1ccccc1I)(C3)C2", "gap_ev": 8.587}